Version one
20
Properties=species:S:1:pos:R:3 method="wB97M-V/def2-TZVPD" total_charge=0 gap_ha=0.3699
H 2.3486 -0.1797 -1.5450
O -6.0856 -0.1275 0.3310
N -0.1883 -1.5366 1.0790
H 1.2119 -1.2469 -0.3767
C 0.2928 0.6028 -0.0605
H -1.0515 -1.4622 0.5439
H -6.5821 0.6956 0.4488
H 1.5470 0.2771 -3.0679
H 2.4576 1.4585 -2.0924
H 2.9032 -0.1130 1.0785
O -0.4290 1.3234 0.6044
H -5.3238 0.0811 -0.2250
H -0.3933 -1.1251 1.9868
N 0.5701 0.9375 -1.3592
C 1.8198 0.5939 -2.0842
H 2.1462 -1.3149 2.0937
C 1.9420 -0.4120 1.5074
C 0.8759 -0.6988 0.5051
H 1.7060 0.3897 2.2078
H 0.2325 1.8570 -1.5757

---

Version two
20
Properties=species:S:1:pos:R:3 method="wB97M-V/def2-TZVPD" total_charge=0 gap_ha=0.3560
H -3.5797 -0.0550 -0.4119
H -0.3892 -2.5887 -0.3204
H 1.5203 3.3310 0.1334
N 0.0396 1.7214 0.4194
N 1.3714 -1.4296 -0.0499
H 2.0364 1.9483 0.0812
H -3.5911 -1.4760 -0.0367
H 0.7041 -1.1238 2.1049
H 0.9402 2.6697 -1.2331
H 1.9156 -0.8385 -0.5915
H -0.2945 -1.0568 -1.3094
H 0.8500 -2.7075 -1.5917
C 0.9559 -0.5942 1.1209
C 0.3391 -1.9790 -0.8302
O -3.4583 -0.8924 -0.7801
C -0.1856 0.3279 0.7342
O -1.3768 0.1674 0.7669
C 1.1227 2.3701 -0.2620
H -0.7690 2.1856 0.5261
H 1.8488 0.0200 1.5300

---

Version three
20
Properties=species:S:1:pos:R:3 method="wB97M-V/def2-TZVPD" total_charge=0 gap_ha=0.1994
C -0.5006 1.1721 -0.5599
N -1.1737 -0.1069 -1.0805
H 2.0999 -0.7038 2.3647
H -0.9021 -0.7532 -0.4154
H 2.1254 -0.1663 0.6790
H -0.6416 0.0492 -3.1225
H -0.1974 -2.5780 -0.3527
H -0.7949 -1.6387 -2.4049
C -0.3987 -0.5514 -2.2503
H -0.0438 -1.0072 1.4655
O 0.6859 1.3103 -1.1407
H 2.1707 1.0362 2.0091
H 0.5998 -0.6010 -1.9763
H -0.2405 1.9577 1.3565
H -1.2082 2.0132 -0.9354
C -0.4752 0.9674 1.0806
O -0.3694 -2.2443 0.5678
N 0.2587 -0.0092 1.7485
H -1.5230 0.7446 1.3263
C 1.7792 0.0672 1.7152

---

Version four
20
Properties=species:S:1:pos:R:3 method="wB97M-V/def2-TZVPD" total_charge=0 gap_ha=0.3541
H 0.6205 0.2960 2.2125
H 1.9837 -0.4507 0.5256
H -2.6529 -1.3597 2.0671
H 2.5929 -0.6807 -1.5914
N -1.3149 -0.0857 1.3012
H -0.7807 3.2147 -1.4658
H -0.3080 -1.0170 -1.2980
C 1.5989 -0.5147 -2.1217
H 0.6756 -1.7258 0.6501
C -1.6435 -1.0333 2.2337
C 0.0478 0.2745 1.2000
H -0.9165 1.8322 -0.9878
H 1.2410 -0.9820 -3.0440
H 1.6366 0.4869 -2.7332
C 0.9140 -0.7079 0.2971
O -1.2467 2.6748 -0.8638
H -2.0152 0.2513 0.5678
H 0.0928 1.3020 0.8951
O -0.9540 -1.3236 3.2337
N 0.4286 -0.4511 -1.0783

---

Ranked by calculated energy, most stable first: version one, version four, version two, version three.